(1)
DFT (wB97M-V/def2-TZVPD) results for C14H18BiF6IN2O5S2SbSe4 as an isolated structure.

Computed properties:
spin multiplicity = 1
orbital gap = 6.84 eV
relative energy (zero: lowest compared OMol25 entry of this formula, charge and spin) = 0.93 kcal/mol
LUMO level = 1.77 eV
E_HOMO = -0.18623 Ha
M = 1245.9 Da
total charge = -1

```
54
C14H18BiF6IN2O5S2SbSe4, DFT wB97M-V/def2-TZVPD
Bi 0.48 -0.97 0.65
C -1.53 -1.13 -2.80
C -0.23 -1.73 -3.35
C -0.33 -3.26 -3.38
C 0.98 -1.22 -2.58
C 1.24 0.15 -2.55
C 2.31 0.67 -1.83
C 3.17 -0.17 -1.12
C 4.28 0.40 -0.29
C 2.93 -1.54 -1.18
C 1.85 -2.06 -1.89
H -2.38 -1.45 -3.41
H -1.51 -0.04 -2.79
H -1.70 -1.48 -1.78
H -0.11 -1.38 -4.38
H -0.44 -3.66 -2.37
H 0.56 -3.71 -3.83
H -1.20 -3.56 -3.96
H 0.58 0.84 -3.07
H 2.45 1.74 -1.79
H 5.03 0.89 -0.92
H 4.78 -0.38 0.28
H 3.90 1.14 0.40
H 3.57 -2.23 -0.63
H 1.69 -3.14 -1.87
F 1.84 4.96 0.84
C 0.93 4.53 1.72
F 0.05 5.50 1.93
F 1.55 4.25 2.86
S 0.11 3.03 1.03
O 1.17 2.07 0.87
O -0.55 3.52 -0.15
N -0.93 2.72 2.16
S -1.10 1.41 2.99
O -2.48 1.10 3.18
O -0.20 0.31 2.65
C -0.49 1.89 4.66
F 0.81 2.18 4.62
F -0.68 0.89 5.51
F -1.15 2.96 5.10
Se -0.08 -5.45 3.71
Sb 0.71 -4.40 1.74
Se -1.21 -2.94 0.75
Se 2.06 -2.28 2.29
Se 1.80 -5.52 -0.07
N -3.35 2.02 -0.22
C -2.95 0.80 0.16
O -1.76 0.49 0.22
C -3.95 -0.27 0.53
I -6.02 0.23 0.42
H -2.62 2.72 -0.32
H -4.31 2.29 -0.14
H -3.75 -0.56 1.56
H -3.80 -1.13 -0.12
```

Atom charges from the natural (NBO) analysis, given in e for atoms 1 to 2: number 1, Bi, carries 1.443; number 2, C, carries -0.602

***

(2)
DFT (wB97M-V/def2-TZVPD) results for C14H18ClHfNO3 as an isolated structure in a non-equilibrium geometry.

Computed properties:
spin multiplicity = 1
orbital gap = 5.54 eV
relative energy (zero: lowest compared OMol25 entry of this formula, charge and spin) = 91.13 kcal/mol
LUMO level = -9.50 eV
E_HOMO = -0.55295 Ha
M = 462.2 Da
total charge = +2

```
38
C14H18ClHfNO3, DFT wB97M-V/def2-TZVPD
Cl -1.86 3.44 -3.30
C -0.73 -1.53 -2.59
C 0.68 -1.68 -2.40
C 1.34 -0.66 -3.15
H 1.17 -2.56 -1.98
C 0.36 0.14 -3.83
C -0.93 -0.39 -3.47
H -1.84 -0.07 -3.93
H -1.48 -2.31 -2.39
H 2.40 -0.61 -3.36
C 0.62 1.22 -4.81
Hf -0.10 0.50 -1.60
C 2.02 1.43 -0.69
O 2.86 2.00 -0.14
C -1.82 2.43 -1.40
O -2.53 2.81 -0.55
H 1.57 1.72 -4.61
H -0.18 1.96 -4.75
H 0.66 0.83 -5.84
O -0.87 -0.50 0.02
C -0.57 -0.82 1.23
C 0.88 -0.77 1.67
C 1.13 0.43 2.59
C 0.71 0.15 4.03
C -0.76 -0.09 4.26
C -1.31 -1.32 3.59
N -1.52 -1.11 2.09
H 1.10 -1.74 2.17
H 1.52 -0.73 0.77
H 2.21 0.68 2.53
H 0.61 1.32 2.19
H 1.31 -0.69 4.41
H 1.00 1.03 4.61
H -0.94 -0.24 5.32
H -1.35 0.78 3.97
H -0.62 -2.18 3.69
H -2.30 -1.62 3.99
H -2.45 -1.24 1.67
```

Atom charges from the natural (NBO) analysis, given in e for atoms 1 to 2: number 1, Cl, carries -0.351; number 2, C, carries -0.340

***

(3)
DFT (wB97M-V/def2-TZVPD) results for C14H18ClN3O3 as an isolated structure in a non-equilibrium geometry.

Computed properties:
spin multiplicity = 1
orbital gap = 7.70 eV
relative energy (zero: lowest compared OMol25 entry of this formula, charge and spin) = 385.23 kcal/mol
LUMO level = -1.20 eV
E_HOMO = -0.32680 Ha
M = 311.8 Da
total charge = 0

```
39
C14H18ClN3O3, DFT wB97M-V/def2-TZVPD
C -0.34 5.12 1.83
H 0.22 5.26 2.78
H -1.13 6.03 1.73
H 0.49 5.41 1.00
C -0.64 3.76 1.51
C 0.27 2.58 1.73
O 1.16 2.65 2.59
N 0.18 1.56 0.83
C -0.84 1.24 -0.17
H -0.62 1.81 -0.97
C -1.11 -0.27 -0.48
N 0.32 -0.78 -1.04
C 0.64 -2.04 -1.20
C 1.31 -2.90 -0.72
C 1.62 -4.20 -1.16
C 0.61 -4.87 -1.97
C -0.21 -3.96 -2.48
C -0.41 -2.69 -2.17
Cl -1.59 -1.50 -3.17
H -1.05 -4.40 -3.36
N 0.83 -6.12 -2.53
O -0.19 -6.68 -3.27
O 1.53 -6.78 -1.99
H 2.12 -4.99 -0.58
H 2.08 -2.42 -0.19
C 1.45 0.08 -0.36
H 2.51 -0.65 -0.27
C 1.10 0.64 0.91
H 2.05 0.96 1.47
H 0.93 -0.25 1.80
H 1.59 0.89 -1.16
H -1.10 -0.76 0.50
H -1.79 -0.41 -1.07
H -1.75 1.53 0.33
C -1.92 3.37 2.54
H -2.95 4.21 2.36
H -1.46 3.55 3.41
H -2.57 2.32 2.53
H -1.32 3.67 0.46
```

Atom charges from the natural (NBO) analysis, given in e for atoms 1 to 2: number 1, C, carries -0.638; number 2, H, carries 0.240

***

(4)
DFT (wB97M-V/def2-TZVPD) results for C14H18F6N13O12P2S3Y as an isolated structure.

Computed properties:
spin multiplicity = 1
orbital gap = 7.62 eV
relative energy (zero: lowest compared OMol25 entry of this formula, charge and spin) = 0.00 kcal/mol
LUMO level = 4.26 eV
E_HOMO = -0.12363 Ha
M = 921.4 Da
total charge = -2

```
69
C14H18F6N13O12P2S3Y, DFT wB97M-V/def2-TZVPD
Y -0.08 0.68 -0.77
O -0.75 2.22 0.80
N -0.08 2.76 1.82
C -0.83 3.29 2.82
C -0.25 3.89 3.90
C 1.15 3.93 3.96
C 1.88 3.38 2.95
C 1.29 2.75 1.82
S 2.16 2.05 0.58
H -1.89 3.18 2.66
H -0.88 4.29 4.68
H 1.65 4.38 4.80
H 2.96 3.38 2.98
C -3.65 0.59 1.74
C -3.88 0.21 0.28
O -5.25 -0.16 0.10
P -2.86 -1.27 -0.08
O -3.24 -2.35 1.01
O -3.30 -1.86 -1.46
O -1.38 -1.01 -0.01
P -3.48 1.61 -0.90
O -3.27 2.92 0.00
O -4.70 1.75 -1.73
O -2.13 1.26 -1.50
H -4.01 -0.22 2.39
H -4.22 1.49 1.96
H -2.60 0.76 1.95
H -5.51 0.32 -0.71
H -2.63 -2.26 1.77
H -2.53 -1.86 -2.12
H -2.34 2.91 0.31
N 1.09 0.61 -4.42
C 0.19 -0.39 -4.12
N -0.12 -1.36 -4.98
N -1.00 -2.12 -4.32
N -1.19 -1.65 -3.14
N -0.43 -0.55 -2.96
C 1.08 1.85 -3.78
N 1.49 2.95 -4.38
N 1.34 3.91 -3.44
N 0.88 3.41 -2.35
N 0.71 2.07 -2.52
H 1.25 0.71 -5.41
C 3.25 -1.84 -4.28
N 2.72 -2.29 -2.99
C 1.94 -3.53 -3.00
C 2.35 -1.38 -2.12
N 2.02 -0.58 -1.35
H 4.01 -2.55 -4.61
H 3.69 -0.86 -4.17
H 2.44 -1.79 -5.02
H 2.59 -4.34 -3.34
H 1.08 -3.44 -3.66
H 1.61 -3.75 -1.99
F 1.42 0.34 4.55
C 0.28 -0.34 4.54
F 0.25 -1.12 5.62
F -0.72 0.54 4.65
S 0.05 -1.31 2.97
O 0.61 -0.45 1.97
O -1.37 -1.55 2.98
N 0.77 -2.68 3.15
S 2.32 -2.93 3.28
O 3.00 -1.98 4.11
O 2.55 -4.32 3.50
C 2.99 -2.62 1.57
F 3.27 -1.34 1.38
F 2.13 -3.03 0.63
F 4.12 -3.32 1.41
```

Atom charges from the natural (NBO) analysis, given in e for atoms 1 to 2: number 1, Y, carries 1.941; number 2, O, carries -0.711

***

(5)
DFT (wB97M-V/def2-TZVPD) results for C14H18F6N3O6PPdS4Se as an isolated structure in a non-equilibrium geometry.

Computed properties:
spin multiplicity = 2
orbital gap (spin up / spin down) = 6.12 / 5.83 eV
relative energy (zero: lowest compared OMol25 entry of this formula, charge and spin) = 18.46 kcal/mol
LUMO level (spin up / spin down) = 1.88 / 1.73 eV
E_HOMO (spin up / spin down) = -0.15603 / -0.15071 Ha
M = 782.9 Da
total charge = -1

```
54
C14H18F6N3O6PPdS4Se, DFT wB97M-V/def2-TZVPD
Pd 0.40 -0.95 0.64
C -3.07 3.21 2.94
C -2.65 2.82 1.53
O -2.83 1.42 1.29
P -1.86 0.29 1.89
S -2.15 -1.32 0.72
S -0.06 1.08 2.34
O -2.64 0.00 3.29
C -2.33 -1.18 4.04
C -3.44 -2.21 3.92
H -2.94 4.29 3.07
H -2.45 2.68 3.66
H -4.11 2.95 3.11
H -1.60 3.08 1.37
H -3.26 3.30 0.78
H -2.22 -0.86 5.08
H -1.38 -1.61 3.71
H -4.37 -1.82 4.34
H -3.15 -3.12 4.46
H -3.60 -2.44 2.87
F 4.24 -1.44 -2.56
C 4.23 -0.67 -1.46
F 4.64 0.55 -1.80
F 5.12 -1.19 -0.60
S 2.53 -0.67 -0.69
O 2.74 0.03 0.55
O 2.25 -2.09 -0.67
N 1.84 0.11 -1.86
S 0.29 0.24 -2.08
O 0.03 0.94 -3.29
O -0.45 0.68 -0.91
C -0.29 -1.50 -2.58
F -0.33 -2.47 -1.68
F 0.53 -1.91 -3.56
F -1.52 -1.40 -3.10
C 3.12 -4.65 1.29
N 1.68 -4.72 1.36
C 0.89 -3.62 1.31
Se 1.30 -2.13 2.67
N -0.39 -4.06 1.33
C -0.43 -5.43 1.40
C -1.48 -6.34 1.41
C -1.15 -7.68 1.48
C 0.18 -8.11 1.54
C 1.23 -7.20 1.51
C 0.91 -5.85 1.43
H 3.40 -3.78 0.70
H 3.51 -5.55 0.83
H 3.54 -4.54 2.29
H -1.17 -3.41 1.25
H -2.51 -6.01 1.35
H -1.94 -8.42 1.49
H 0.40 -9.16 1.61
H 2.26 -7.54 1.55
```

Atom charges from the natural (NBO) analysis, given in e for atoms 1 to 2: number 1, Pd, carries 0.507; number 2, C, carries -0.637

***

(6)
DFT (wB97M-V/def2-TZVPD) results for C14H18FeNO5 as an isolated structure in a non-equilibrium geometry.

Computed properties:
spin multiplicity = 5
orbital gap (spin up / spin down) = 6.34 / 4.43 eV
relative energy (zero: lowest compared OMol25 entry of this formula, charge and spin) = 2.56 kcal/mol
LUMO level (spin up / spin down) = -2.34 / -7.56 eV
E_HOMO (spin up / spin down) = -0.31873 / -0.44065 Ha
M = 336.1 Da
total charge = +1

```
39
C14H18FeNO5, DFT wB97M-V/def2-TZVPD
O -1.13 -2.41 2.80
C -0.72 -1.74 1.95
Fe -0.35 -0.52 0.76
C -2.03 -0.41 0.16
O -3.10 -0.13 -0.20
C -0.71 0.73 1.98
O -1.11 1.55 2.70
C 0.70 1.33 -1.03
C 1.82 1.57 -0.24
C 2.28 0.68 0.70
C 1.61 -0.52 1.15
C 1.34 -1.58 0.21
C 0.82 -1.23 -1.00
C 0.13 0.03 -1.17
H 0.28 2.15 -1.66
H 2.32 2.55 -0.27
H 3.18 0.96 1.27
H 1.84 -0.83 2.18
H 1.54 -2.61 0.49
H 0.66 -1.98 -1.78
H -0.72 -0.07 -1.88
O -1.15 6.25 0.72
C -0.78 4.97 1.26
C -1.03 3.95 0.17
N -0.39 4.47 -1.03
C -0.83 4.10 -2.36
C -0.35 5.17 -3.32
O -0.77 6.42 -2.80
H -1.33 6.87 1.44
H 0.30 4.95 1.52
H -1.39 4.76 2.15
H -0.62 2.97 0.45
H -2.12 3.78 0.05
H -0.38 5.49 -0.96
H -0.39 3.14 -2.66
H -1.92 3.98 -2.42
H 0.75 5.13 -3.38
H -0.83 5.04 -4.30
H -0.89 7.05 -3.54
```

Atom charges from the Löwdin analysis, given in e for atoms 1 to 2: number 1, O, carries 0.171; number 2, C, carries -0.138

***

Q: spin multiplicity of number 3 (C14H18ClN3O3)?
A: 1

***

Q: Look up the spin multiplicity of the sixth one.
A: 5

***

Q: Look up the M of the third one.
A: 311.8 Da